{"formula": "N2O5S2", "method": "wB97M-V/def2-TZVPD", "homo_ha": [0.0013, 0.0013], "total_charge": -2, "molar_mass_g_mol": 172.1, "gap_ha": [0.211, 0.211], "elements": ["N", "N", "O", "O", "O", "O", "O", "S", "S"], "coordinates": [[-0.57669, -0.21820, -1.01338], [-1.63702, -0.74950, -1.48100], [-2.76027, -0.18807, -1.47951], [2.42068, 1.99467, 1.63092], [-1.49069, -1.86526, -2.04359], [2.57939, -0.41406, 1.13837], [1.13466, 0.38155, 2.97145], [-0.57343, 1.17306, -0.12903], [1.75080, 0.68095, 1.66637]], "atomic_forces_ev_per_a": [[1.281, -0.175, -0.095], [-0.049, 0.034, -0.113], [-0.533, 0.399, 0.202], [-0.612, -0.569, -0.256], [-0.266, -0.670, -0.298], [-0.860, 0.636, -0.052], [0.023, 0.138, -0.874], [1.053, 0.006, 1.283], [-0.038, 0.201, 0.203]], "nbo_charge": [-0.5719, 0.5505, -0.6091, -0.9908, -0.6008, -0.9646, -0.9839, -0.0354, 2.2061]}